{
  "formula": "C33H50AuGeN3O5Si3",
  "method": "ωB97M-V/def2-TZVPD",
  "elements": ["Au", "C", "C", "C", "C", "N", "C", "C", "C", "C", "C", "C", "C", "H", "H", "H", "H", "H", "H", "H", "H", "C", "Si", "C", "C", "Ge", "Si", "C", "C", "C", "Si", "C", "C", "C", "H", "H", "H", "H", "H", "H", "H", "H", "H", "H", "H", "H", "H", "H", "H", "H", "H", "H", "H", "H", "H", "H", "H", "H", "H", "H", "H", "O", "C", "C", "C", "C", "C", "C", "N", "H", "H", "H", "H", "H", "H", "H", "H", "H", "H", "H", "O", "C", "O", "C", "C", "C", "C", "C", "C", "N", "O", "O", "H", "H", "H", "H"],
  "xyz": [[1.07847, -1.17453, -0.60704], [4.64360, -4.32749, -1.13346], [4.97212, -4.08495, -2.46070], [4.37975, -3.02444, -3.12125], [3.46381, -2.21447, -2.43953], [3.13413, -2.49328, -1.17700], [3.69750, -3.50678, -0.54790], [2.83049, -1.03145, -3.04011], [3.27347, -0.51569, -4.26039], [2.68509, 0.60043, -4.82049], [1.65134, 1.24672, -4.16613], [1.22568, 0.75976, -2.93838], [1.78252, -0.37646, -2.39012], [5.10717, -5.12460, -0.57629], [5.68032, -4.71943, -2.97259], [4.61800, -2.84221, -4.15612], [3.36465, -3.66569, 0.47127], [4.10337, -0.97640, -4.76731], [3.04537, 0.97742, -5.76501], [1.19176, 2.12416, -4.59803], [0.44326, 1.27811, -2.39939], [-3.97747, 0.62106, 2.53208], [-2.17209, 0.65084, 3.14353], [-1.64520, 2.24148, 4.07333], [-1.96081, -0.80128, 4.39817], [-0.23850, -0.32310, 1.39288], [2.04529, 0.29303, 2.94909], [3.42856, -0.20118, 1.72507], [2.20654, 2.13663, 3.40239], [1.84510, -0.93460, 4.40973], [-0.91607, -3.39088, 1.92235], [-2.82474, -3.40151, 1.89352], [-0.13265, -4.14627, 0.35054], [-0.17368, -4.28550, 3.44921], [-4.64773, 0.47371, 3.37412], [-4.13660, -0.19829, 1.83902], [-4.24900, 1.54249, 2.03021], [-2.43564, 2.53067, 4.76284], [-1.47050, 3.07959, 3.40818], [-0.74879, 2.07830, 4.66545], [-1.89332, -0.41669, 5.40907], [-1.08008, -1.40631, 4.21349], [-2.82558, -1.45176, 4.35694], [3.22636, 0.19893, 0.73339], [3.53496, -1.27794, 1.62382], [4.38677, 0.19898, 2.05058], [2.36964, 2.72370, 2.50290], [3.04483, 2.30936, 4.07184], [1.31791, 2.52665, 3.88446], [1.56360, -1.92384, 4.06048], [1.08737, -0.60759, 5.11475], [2.78117, -1.02730, 4.95156], [-3.20353, -2.54407, 1.34723], [-3.23948, -3.36939, 2.89680], [-3.19852, -4.29843, 1.40216], [-0.01830, -3.40977, -0.44296], [-0.75109, -4.95004, -0.03965], [0.84975, -4.56172, 0.55624], [-0.48862, -3.85315, 4.39388], [0.91282, -4.28408, 3.42568], [-0.49742, -5.32359, 3.44492], [-2.08341, -0.96635, 0.05680], [-2.58962, -0.68692, -1.04673], [-2.87977, -1.78280, -2.03776], [-1.95736, -1.69436, -3.26361], [-2.44801, -0.70142, -4.31226], [-2.43856, 0.74259, -3.81640], [-3.39906, 0.99842, -2.65065], [-2.87103, 0.56274, -1.37399], [-3.92696, -1.72226, -2.34340], [-2.72027, -2.73622, -1.53138], [-1.90572, -2.68568, -3.71529], [-0.94471, -1.41996, -2.94729], [-3.45551, -0.97458, -4.62992], [-1.80117, -0.76669, -5.18705], [-2.72218, 1.40296, -4.63649], [-1.42691, 1.01577, -3.51506], [-4.34997, 0.49005, -2.84394], [-3.59634, 2.06727, -2.56831], [-2.64990, 1.26079, -0.66414], [-1.90630, 2.05039, 0.95177], [-0.73677, 2.38103, 0.69564], [0.24137, 1.56374, 0.85429], [-0.41238, 3.71382, 0.16971], [-1.30532, 4.76777, 0.38996], [-1.01303, 6.02846, -0.07586], [0.17316, 6.23701, -0.77905], [1.06319, 5.19100, -1.01759], [0.77850, 3.93657, -0.52998], [0.48729, 7.54708, -1.27358], [1.50440, 7.67278, -1.93056], [-0.28105, 8.44959, -1.00064], [-2.21290, 4.57241, 0.94052], [-1.67883, 6.86103, 0.08744], [1.96438, 5.38953, -1.57675], [1.45366, 3.10863, -0.69176]],
  "forces_ev_per_angstrom": [[0.3, -0.1, 0.9], [0.0, 0.1, -0.1], [-0.1, 0.1, 0.1], [-0.1, 0.0, 0.1], [0.4, -0.5, 0.0], [-0.4, 0.3, -0.1], [0.2, -0.4, 0.2], [-0.2, 0.4, -0.3], [0.0, -0.1, 0.2], [0.0, 0.1, -0.2], [0.1, 0.0, 0.1], [-0.2, 0.3, -0.1], [-0.4, -0.2, 0.6], [0.0, -0.1, 0.1], [0.1, 0.0, 0.0], [0.0, 0.0, -0.1], [0.1, -0.1, 0.1], [0.1, -0.1, -0.1], [0.0, 0.0, -0.1], [0.0, 0.1, 0.0], [-0.1, 0.0, 0.0], [0.9, 0.1, 0.1], [0.8, -0.9, -0.1], [-0.1, -0.6, -0.6], [-0.3, 0.6, -0.4], [-1.2, 1.2, 0.8], [0.9, -0.3, 0.0], [-0.6, 0.2, 0.4], [-0.5, -0.7, -0.3], [-0.2, 0.6, -0.7], [0.1, -1.2, -0.7], [0.7, 0.5, 0.2], [-0.3, 0.4, 0.5], [-0.1, 1.0, -0.4], [0.0, 0.0, 0.3], [0.1, -0.2, -0.1], [0.0, 0.2, -0.1], [-0.2, -0.1, 0.1], [0.0, 0.1, -0.1], [0.1, -0.1, 0.0], [0.0, 0.1, 0.3], [0.2, -0.1, -0.1], [-0.3, -0.2, 0.0], [-0.1, 0.1, -0.1], [-0.1, -0.1, 0.0], [0.1, 0.1, 0.2], [0.0, 0.0, -0.2], [0.2, -0.2, 0.1], [-0.2, 0.0, 0.1], [0.0, -0.1, -0.2], [-0.1, 0.1, 0.1], [0.3, 0.1, 0.0], [0.0, 0.1, -0.1], [0.0, 0.0, 0.2], [0.2, -0.2, -0.1], [-0.1, 0.0, -0.1], [-0.2, -0.2, 0.0], [0.2, 0.0, 0.2], [-0.1, 0.1, 0.1], [0.1, 0.0, -0.1], [-0.2, -0.2, -0.2], [0.4, -0.1, 0.5], [-0.1, -0.2, -0.2], [0.2, 0.0, 0.1], [-0.2, 0.0, -0.2], [0.3, 0.2, 0.2], [-0.3, 0.0, -0.1], [0.1, 0.0, -0.5], [0.1, 0.3, 0.3], [0.0, -0.1, -0.1], [-0.1, 0.2, 0.1], [0.1, 0.0, 0.0], [0.0, -0.1, 0.0], [-0.1, 0.0, -0.1], [0.0, 0.0, -0.1], [0.0, 0.0, 0.0], [0.0, 0.1, 0.0], [0.0, 0.2, 0.0], [-0.1, -0.1, 0.1], [-0.1, -0.1, 0.0], [-0.1, 0.6, -0.2], [-0.7, -0.8, 0.3], [0.4, -0.6, -0.3], [0.3, 1.0, -0.1], [0.2, -0.6, 0.0], [0.3, 0.5, -0.3], [-0.4, -1.7, 0.6], [0.0, 0.6, -0.1], [-0.5, -0.4, 0.3], [0.3, 1.2, -0.4], [-0.2, 0.0, 0.1], [0.1, -0.1, -0.1], [-0.1, 0.0, 0.0], [0.0, 0.0, 0.0], [0.0, 0.0, 0.0], [0.1, 0.0, 0.0]],
  "s2": 0.9784,
  "charge": 1,
  "spin_multiplicity": 2,
  "lumo_ev": [-4.598, -4.649],
  "homo_ha": [-0.357, -0.364]
}

{
  "formula": "C5H5O3P",
  "method": "ωB97M-V/def2-TZVPD",
  "elements": ["C", "O", "C", "C", "C", "C", "O", "P", "O", "H", "H", "H", "H", "H"],
  "xyz": [[-2.75635, -1.61717, -0.66934], [-1.57857, -0.53289, 0.06950], [-0.29116, -0.51051, 0.43263], [0.83652, -0.21686, 0.63657], [2.05171, 0.54470, 0.73908], [2.76906, 0.97296, -0.32740], [4.12820, 1.45391, -0.32628], [5.16037, 0.01384, -0.27404], [4.19695, -1.01691, 0.06899], [-3.57519, -1.22219, -0.17235], [-2.44348, -2.66828, -0.58746], [-2.66509, -1.31065, -1.71640], [2.36525, 0.75870, 1.83098], [2.48024, 0.58623, -1.23819]],
  "forces_ev_per_angstrom": [[4.8, 0.7, -0.6], [-0.5, -1.0, 0.1], [-4.8, -1.3, -2.1], [2.5, 1.5, 0.1], [1.2, 0.8, 1.7], [0.7, -0.1, 2.6], [-0.2, -2.2, 0.3], [-1.6, 2.7, 0.1], [0.7, -1.6, 0.0], [-1.4, 0.2, 1.0], [-0.3, 0.6, 0.6], [-0.1, 0.1, 0.4], [-0.1, -0.2, -2.0], [-0.6, -0.3, -2.1]],
  "lumo_ev": -0.425,
  "homo_ha": -0.299
}

Q: Number 1 is which compound?
A: C33H50AuGeN3O5Si3